Entry 1:
# C69H88AsF5FeGe2N2S5SeSi2

A structure of composition C69H88AsF5FeGe2N2S5SeSi2 (ωB97M-V/def2-TZVPD, the OMol25 dataset).

Structure (XYZ):
```
176
Properties=species:S:1:pos:R:3:mulliken_charge:R:1
Fe -0.19308 -0.02175 0.68518 0.673
C 4.24333 -5.03226 3.61874 -1.425
C 3.24673 -4.25536 4.44776 0.799
C 3.37888 -2.88452 4.62579 -0.554
C 2.43585 -2.14372 5.33429 1.134
C 2.64884 -0.65965 5.53011 -1.474
C 1.30407 -2.79809 5.84990 0.001
C 1.17889 -4.18967 5.72137 0.816
C -0.01310 -4.94061 6.26938 -1.601
C 2.16022 -4.89482 5.03258 -0.048
C 0.25352 -1.98291 6.54899 -0.735
C 0.31267 -1.89688 7.93944 0.465
C -0.57891 -1.10212 8.64333 -1.187
C -1.53729 -0.37426 7.95711 0.269
C -1.63070 -0.44702 6.56786 -0.480
C -0.74617 -1.27255 5.84753 -0.114
Ge -0.88173 -1.34288 3.86397 -1.253
S 0.11344 0.35006 2.93048 -0.182
S -2.97246 -1.55467 3.01808 0.811
Ge -1.90947 -2.95029 1.58638 -1.177
S -1.19245 -1.88043 -0.17148 0.252
S -0.20895 -3.33324 3.00706 1.186
C -2.96972 -4.56425 1.14182 0.469
C -2.28988 -5.74153 0.76840 -0.715
C -3.00519 -6.89491 0.45399 0.038
C -4.38927 -6.90012 0.47351 -1.278
C -5.06389 -5.74129 0.81461 -0.064
C -4.38105 -4.57231 1.16077 -0.812
C -5.28812 -3.42328 1.50802 0.397
C -5.60962 -2.46983 0.53895 1.228
C -4.85252 -2.39862 -0.76758 -1.573
C -6.64804 -1.57236 0.78623 -1.222
C -7.37676 -1.60765 1.96277 0.607
C -8.58580 -0.72194 2.15802 -1.643
C -6.99684 -2.52023 2.94634 -0.853
C -5.96080 -3.42227 2.74383 1.343
C -5.57560 -4.38835 3.83912 -1.664
C -0.79489 -5.84829 0.67378 -0.145
C -0.04346 -6.29942 1.76571 0.348
C -0.67281 -6.65536 3.09617 -0.621
C 1.33189 -6.46629 1.61576 -0.024
C 1.96929 -6.23628 0.40665 0.723
C 3.46369 -6.40663 0.27768 -1.946
C 1.19824 -5.83597 -0.68058 -0.179
C -0.16907 -5.62447 -0.56893 1.117
C -0.96257 -5.18648 -1.77736 -1.584
C -2.67438 0.38308 5.88872 0.484
C -2.36506 1.66436 5.42153 0.776
C -0.99476 2.28535 5.58517 -1.500
C -3.36520 2.41305 4.79829 -0.995
C -4.65214 1.92970 4.65176 0.794
C -5.71804 2.74838 3.96300 -1.554
C -4.94964 0.66702 5.16549 -0.900
C -3.98600 -0.11324 5.78198 1.023
C -4.33630 -1.48376 6.30816 -1.316
H 5.07026 -4.39537 3.29905 0.394
H 3.75733 -5.42791 2.72053 -0.133
H 4.65292 -5.87831 4.17776 0.363
H 4.23825 -2.36874 4.19904 0.305
H 3.71618 -0.42388 5.51414 0.617
H 2.22700 -0.31546 6.47509 0.288
H 2.16271 -0.09467 4.72818 -0.292
H -0.72354 -4.27931 6.75950 0.307
H 0.30578 -5.69983 6.99100 0.472
H -0.53864 -5.45099 5.45679 0.133
H 2.05392 -5.97388 4.92240 0.238
H 1.08269 -2.45710 8.46227 0.468
H -0.51551 -1.03683 9.72438 0.355
H -2.22701 0.27254 8.49148 0.508
H -2.45370 -7.79170 0.18563 0.498
H -4.93794 -7.80141 0.22744 0.372
H -6.14930 -5.72457 0.81715 0.545
H -4.57790 -3.39244 -1.12985 0.281
H -3.92009 -1.83264 -0.63935 -0.095
H -5.44634 -1.89211 -1.53239 0.741
H -6.90591 -0.84514 0.01926 0.340
H -8.59819 0.09656 1.43719 0.375
H -8.61650 -0.29777 3.16305 0.355
H -9.50315 -1.30032 2.02465 0.345
H -7.53740 -2.53897 3.89180 0.350
H -6.01580 -4.08577 4.79162 0.444
H -4.48698 -4.42263 3.95656 0.126
H -5.90831 -5.40548 3.61205 0.371
H -1.74552 -6.46965 3.10674 0.240
H -0.21848 -6.05882 3.89338 -0.927
H -0.50090 -7.71282 3.32104 0.550
H 1.91468 -6.79648 2.47664 0.389
H 3.80913 -7.28372 0.82844 0.445
H 3.98578 -5.53199 0.68201 0.207
H 3.75756 -6.51289 -0.76916 0.424
H 1.67704 -5.66832 -1.64435 0.279
H -0.33032 -5.18437 -2.67108 0.240
H -1.34719 -4.17021 -1.63083 0.102
H -1.82008 -5.84192 -1.94929 0.407
H -0.29776 1.62077 6.09172 0.209
H -1.07021 3.21546 6.15973 0.585
H -0.57342 2.52830 4.60843 -0.099
H -3.11593 3.40366 4.42409 0.806
H -5.30614 3.68320 3.57693 0.224
H -6.53174 2.99144 4.65170 0.402
H -6.14895 2.19161 3.12632 0.212
H -5.95510 0.27092 5.05928 0.331
H -5.40222 -1.68158 6.17842 0.441
H -4.08710 -1.58141 7.36769 0.371
H -3.77904 -2.25528 5.76448 0.089
C 4.70807 2.42760 -0.17360 -1.112
Si 3.34165 1.87705 0.99156 0.451
C 4.12861 1.32585 2.59788 -0.543
C 2.25903 3.35580 1.34463 -0.569
As 2.03547 0.17531 0.07842 -0.044
Si 3.61374 -1.24996 -0.89207 0.370
C 4.94565 -1.71438 0.33995 -0.678
C 2.65975 -2.77630 -1.35154 0.233
C 4.31758 -0.48663 -2.44930 -0.577
H 5.16060 3.35336 0.20328 0.364
H 4.30515 2.62134 -1.17534 0.244
H 5.49433 1.66598 -0.26367 0.267
H 4.87218 2.05118 2.94918 0.424
H 4.61337 0.34795 2.48997 0.138
H 3.34523 1.22984 3.35867 -0.116
H 2.81065 4.12343 1.90183 0.409
H 1.38753 3.05167 1.93930 -0.222
H 1.88310 3.79807 0.41466 0.218
H 4.46617 -2.02441 1.27694 -0.149
H 5.60769 -0.86564 0.56037 0.313
H 5.55571 -2.54620 -0.03233 0.445
H 2.33497 -3.31211 -0.45385 -0.350
H 3.24009 -3.45838 -1.98988 0.501
H 1.75134 -2.47759 -1.89206 -0.450
H 4.89567 0.42237 -2.24628 0.241
H 3.47182 -0.21330 -3.09041 -0.105
H 4.95058 -1.19891 -2.99379 0.371
F -5.48849 5.48655 1.40827 -0.385
C -4.54459 4.62922 1.03481 0.937
C -4.61037 4.01800 -0.19441 0.070
F -5.63761 4.27717 -1.00247 -0.344
C -3.60630 3.15495 -0.58391 0.230
F -3.72398 2.60108 -1.80006 -0.320
C -2.51132 2.86452 0.21899 0.343
Se -1.07663 1.81124 -0.43951 -0.509
C -2.49103 3.49005 1.46221 0.173
F -1.47711 3.29102 2.29644 -0.423
C -3.48322 4.35975 1.86713 -0.333
F -3.42287 4.96389 3.05446 -0.472
C -0.12126 -3.75810 -4.90450 -0.446
C -1.03676 -2.74967 -5.60124 -0.409
C -2.31296 -2.46144 -4.80351 -0.699
C -2.10446 -1.53158 -3.60288 0.864
N -1.82879 -0.14973 -4.00199 0.057
C -0.64349 0.51251 -3.92844 -0.231
S 0.77717 -0.16480 -3.33754 0.015
N -0.72306 1.78878 -4.40106 -0.112
C 0.31740 2.81836 -4.31482 -0.685
C 0.98333 3.13422 -5.66394 -0.886
C 1.99067 2.09155 -6.14010 0.418
C 2.71309 2.52301 -7.41696 -1.446
H 0.79373 -3.92377 -5.48386 0.395
H -0.62799 -4.72353 -4.78231 0.336
H 0.17954 -3.39160 -3.91657 -0.328
H -1.30925 -3.12976 -6.58979 0.383
H -0.48967 -1.81456 -5.75123 0.053
H -2.72870 -3.40724 -4.43312 0.250
H -3.06338 -2.01061 -5.46256 0.414
H -1.27440 -1.86118 -2.98861 -0.796
H -2.99454 -1.53539 -2.97357 -0.214
H -2.62687 0.39304 -4.28802 0.249
H -1.66066 2.14674 -4.49113 0.255
H 1.05442 2.48909 -3.59436 0.267
H -0.15023 3.71967 -3.91889 0.481
H 1.49318 4.10151 -5.56642 0.356
H 0.19906 3.25113 -6.42235 0.283
H 1.47871 1.14106 -6.30429 0.036
H 2.71770 1.91467 -5.34335 0.128
H 2.00438 2.67852 -8.23887 0.330
H 3.43559 1.76480 -7.73438 0.378
H 3.25727 3.46127 -7.25976 0.335
```

Properties
Kohn-Sham gap (spin up / spin down): 0.260 / 0.230 Eh
Net charge: -1
Calculated total energy: -433097.939 eV
Spin multiplicity: 6
Expectation value of S²: 8.7812

---

Entry 2:
# C6F19HfO18S6

A structure of composition C6F19HfO18S6 (ωB97M-V/def2-TZVPD, the OMol25 dataset).

Structure (XYZ):
```
50
Properties=species:S:1:pos:R:3:mulliken_charge:R:1
Hf -0.40334 -0.26346 -0.01758 3.191
C 0.51374 -4.44305 -1.28740 0.450
F 1.74129 -4.96099 -1.35635 -0.229
F -0.26350 -4.98921 -2.22333 -0.214
F 0.00013 -4.69417 -0.08992 -0.197
S 0.60640 -2.60100 -1.61406 1.313
O 1.19878 -1.97530 -0.41963 -0.660
O 1.22486 -2.48630 -2.87920 -0.558
O -0.76274 -2.05690 -1.47317 -0.837
C -1.05170 -0.32802 -4.55752 0.538
F -0.01336 -1.12898 -4.79672 -0.234
F -1.54690 0.08135 -5.74478 -0.252
F -2.00107 -1.05817 -3.96579 -0.223
S -0.61919 1.11494 -3.44726 1.305
O -1.86949 1.78282 -3.28845 -0.651
O -0.17635 0.42406 -2.21328 -0.195
O 0.41242 1.84357 -4.12809 -0.724
C -0.02623 4.36503 1.17977 0.572
F 1.30959 4.42931 1.08394 -0.239
F -0.29311 3.64474 2.27401 -0.191
F -0.53433 5.58820 1.29445 -0.235
S -0.69536 3.44408 -0.31013 1.217
O -0.43964 2.02252 -0.01034 -0.951
O -2.09971 3.69215 -0.46191 -0.706
O 0.09507 3.99043 -1.38586 -0.693
C 1.64362 -2.86060 2.64916 0.601
F 2.51009 -2.61093 1.69063 -0.156
F 1.18350 -4.10337 2.52849 -0.225
F 2.29555 -2.71591 3.81202 -0.240
S 0.21694 -1.66717 2.60419 1.023
O -0.44724 -1.74142 3.86008 -0.523
O 0.68086 -0.35955 2.13060 -0.660
O -0.59751 -2.05681 1.42677 -0.736
C 4.19694 0.79908 0.44518 0.494
F 5.44644 0.90038 -0.04066 -0.245
F 4.16304 -0.35157 1.13748 -0.209
F 3.98060 1.83559 1.25903 -0.226
S 2.95908 0.76332 -0.93922 1.022
O 3.14359 2.03599 -1.56357 -0.642
O 3.38496 -0.40179 -1.66633 -0.699
O 1.66793 0.60119 -0.25878 -0.119
C -3.97973 0.23345 3.23900 0.460
F -4.88353 0.85731 4.00211 -0.228
F -3.11736 -0.40621 4.05778 -0.236
F -4.59749 -0.71506 2.52233 -0.249
S -3.06567 1.41117 2.10457 1.126
O -4.08145 1.72415 1.14874 -0.684
O -2.75395 2.53713 2.95161 -0.699
O -1.94828 0.60418 1.61717 -0.721
F -2.30716 0.24980 -0.87976 -0.827
```

Properties
Kohn-Sham gap: 0.275 Eh
Net charge: -3
Calculated total energy: -161035.456 eV
Spin multiplicity: 1
Relative energy (zero: lowest compared OMol25 entry of this formula, charge and spin): 0.00 kJ/mol

---

Entry 3:
# C6H10

The molecule C6H10 (ωB97M-V/def2-TZVPD, the OMol25 dataset).

Structure (XYZ):
```
16
Properties=species:S:1:pos:R:3:mulliken_charge:R:1
C 2.20317 1.24687 -0.02672 -0.659
C 1.22187 1.07871 -0.90675 -0.242
C 0.69467 -0.26533 -1.33378 -0.591
C -0.46825 -0.77117 -0.50785 -0.338
C -0.93099 -0.21564 0.60950 0.002
C -2.07148 -0.75552 1.43053 -1.184
H 2.54139 2.23482 0.27208 0.268
H 2.69851 0.39330 0.43250 0.252
H 0.73838 1.95578 -1.33635 0.317
H 1.50202 -1.01023 -1.28772 0.289
H 0.38811 -0.22176 -2.38746 0.318
H -0.93275 -1.68722 -0.87999 0.311
H -0.46005 0.69754 0.97168 0.357
H -1.95268 -0.49285 2.48617 0.324
H -3.03319 -0.34250 1.10541 0.263
H -2.13873 -1.84481 1.35874 0.312
```

Properties
Kohn-Sham gap: 0.384 Eh
Calculated total energy: -6382.884 eV
Spin multiplicity: 1
Relative energy (zero: lowest compared OMol25 entry of this formula, charge and spin): 94.17 kJ/mol
SMILES: C=CC/C=C/C

---

Q: Which value of calculated total energy does entry 1 give?
A: -433097.939 eV